Formula: C18H48F3N20O10
Source: the OMol25 dataset
Level of theory: ωB97M-V with the def2-TZVPD basis set

Element x y z (Å)
C1 0.109 5.930 2.310
C2 1.605 5.871 2.551
O1 1.882 4.809 3.473
C3 2.452 5.699 1.260
C4 2.483 4.268 0.855
C5 3.409 3.432 1.523
N1 4.335 4.001 2.437
C6 3.418 2.079 1.244
N2 2.557 1.563 0.351
C7 1.691 2.326 -0.305
C8 1.637 3.699 -0.106
C9 0.658 4.429 -1.011
F1 -0.540 3.815 -0.968
F2 0.461 5.695 -0.725
F3 1.085 4.343 -2.268
H1 -0.194 5.028 1.765
H2 -0.463 5.946 3.229
H3 -0.152 6.756 1.656
H4 1.907 6.786 3.051
H5 1.145 4.192 3.408
H6 2.163 6.384 0.476
H7 3.468 5.958 1.546
H8 5.247 3.582 2.295
H9 4.044 3.866 3.397
H10 4.105 1.408 1.732
H11 2.551 0.566 0.165
H12 1.036 1.822 -1.003
C10 -0.788 -0.910 -1.723
O2 0.004 -0.341 -0.959
N3 -0.395 -1.562 -2.832
N4 -2.125 -0.910 -1.457
H13 -1.010 -2.025 -3.476
H14 0.585 -1.565 -3.040
H15 -2.435 -0.433 -0.626
H16 -2.803 -1.350 -2.050
C11 0.973 -2.658 -6.093
O3 -0.066 -2.407 -5.492
N5 1.044 -2.657 -7.453
N6 2.138 -2.960 -5.456
H17 1.888 -2.877 -7.966
H18 0.202 -2.454 -7.960
H19 2.141 -2.996 -4.452
H20 2.988 -3.178 -5.944
C12 3.863 -1.874 -9.798
O4 3.648 -2.991 -9.343
N7 4.828 -1.628 -10.725
N8 3.129 -0.803 -9.383
H21 5.013 -0.720 -11.106
H22 5.373 -2.409 -11.039
H23 2.425 -1.008 -8.701
H24 3.251 0.140 -9.699
C13 3.493 -5.460 -3.280
O5 3.271 -4.332 -2.860
N9 4.590 -5.751 -4.040
N10 2.664 -6.509 -3.019
H25 4.792 -6.667 -4.393
H26 5.223 -5.001 -4.240
H27 1.853 -6.325 -2.460
H28 2.826 -7.441 -3.351
C14 -1.564 -3.933 1.636
O6 -1.618 -4.526 2.702
N11 -0.829 -2.803 1.452
N12 -2.273 -4.347 0.537
H29 -0.811 -2.285 0.592
H30 -0.323 -2.449 2.241
H31 -2.835 -5.172 0.636
H32 -2.249 -3.873 -0.346
C15 -4.947 -2.612 3.483
O7 -5.964 -2.116 3.931
N13 -4.567 -2.472 2.178
N14 -4.075 -3.352 4.237
H33 -3.723 -2.870 1.812
H34 -5.155 -1.928 1.577
H35 -4.302 -3.474 5.209
H36 -3.222 -3.745 3.874
C16 -2.988 7.751 4.453
O8 -2.221 6.816 4.629
N15 -4.338 7.622 4.595
N16 -2.551 8.999 4.106
H37 -4.985 8.376 4.462
H38 -4.688 6.721 4.859
H39 -1.563 9.129 4.007
H40 -3.162 9.780 3.963
C17 -3.352 -6.172 7.222
O9 -4.371 -5.681 7.669
N17 -2.993 -6.037 5.908
N18 -2.482 -6.894 7.995
H41 -2.158 -6.424 5.512
H42 -3.620 -5.524 5.319
H43 -2.719 -7.009 8.962
H44 -1.639 -7.305 7.646
C18 -2.113 1.210 1.994
O10 -2.250 0.025 2.233
N19 -1.104 1.652 1.174
N20 -2.942 2.170 2.496
H45 -0.957 2.609 0.926
H46 -0.495 0.944 0.799
H47 -3.688 1.861 3.093
H48 -2.844 3.149 2.304

The LUMO energy comes out at -3.897 eV. The calculation puts the total energy at -2862.0099 Ha. The relative energy (zero: lowest compared OMol25 entry of this formula, charge and spin) comes out at 0.000 eV. The value obtained for the HOMO energy is -10.5 eV. The value obtained for the molar mass is 761.706 u. As for the largest force on an atom: 0.0178 Eh/bohr. As for the charge: +1. The value obtained for the frontier orbital gap is 6.6 eV.

---

Formula: C18H48FLiO6
Source: the OMol25 dataset
Level of theory: ωB97M-V with the def2-TZVPD basis set

Element x y z (Å)
Li1 19.224 2.157 -26.841
F1 17.428 2.598 -26.185
C1 13.788 3.175 -23.106
C2 15.132 3.542 -23.700
C3 15.790 4.729 -23.017
O1 15.978 2.387 -23.680
H1 13.906 2.765 -22.100
H2 13.252 2.435 -23.702
H3 13.153 4.062 -23.031
H4 14.962 3.798 -24.757
H5 15.740 4.647 -21.928
H6 15.339 5.671 -23.337
H7 16.851 4.770 -23.272
H8 16.520 2.425 -24.477
C4 14.154 2.897 -27.463
C5 14.778 2.296 -28.700
C6 14.251 2.929 -29.961
O2 16.190 2.540 -28.681
H9 13.060 2.886 -27.539
H10 14.409 3.947 -27.292
H11 14.435 2.362 -26.551
H12 14.638 1.211 -28.700
H13 14.792 2.605 -30.855
H14 14.468 4.003 -29.909
H15 13.188 2.777 -30.127
H16 16.479 2.437 -27.759
C7 18.866 0.862 -30.800
C8 19.637 1.921 -30.061
C9 19.585 3.244 -30.813
O3 18.978 2.155 -28.788
H17 19.252 0.751 -31.812
H18 17.796 1.055 -30.762
H19 19.015 -0.100 -30.297
H20 20.643 1.610 -29.797
H21 20.024 3.111 -31.808
H22 20.178 4.009 -30.316
H23 18.545 3.532 -30.954
H24 18.027 2.281 -28.961
C10 22.722 3.561 -25.626
C11 21.449 4.391 -25.532
C12 21.632 5.780 -26.112
O4 20.457 3.718 -26.349
H25 22.686 2.806 -26.408
H26 22.818 2.974 -24.701
H27 23.628 4.160 -25.667
H28 21.062 4.480 -24.517
H29 21.785 5.732 -27.192
H30 22.500 6.276 -25.674
H31 20.742 6.391 -25.954
H32 19.624 4.189 -26.153
C13 14.438 -1.016 -26.281
C14 15.771 -0.630 -25.673
C15 16.588 -1.857 -25.343
O5 16.509 0.121 -26.635
H33 13.997 -1.848 -25.727
H34 14.608 -1.353 -27.304
H35 13.728 -0.189 -26.261
H36 15.639 -0.034 -24.765
H37 16.825 -2.427 -26.245
H38 16.066 -2.544 -24.669
H39 17.532 -1.589 -24.866
H40 16.677 1.038 -26.367
C16 17.605 7.359 -25.019
C17 17.253 6.254 -25.988
C18 17.295 6.705 -27.441
O6 18.146 5.160 -25.777
H41 16.966 8.229 -25.146
H42 18.652 7.638 -25.181
H43 17.556 7.009 -23.987
H44 16.244 5.867 -25.792
H45 16.669 7.595 -27.570
H46 16.897 5.947 -28.115
H47 18.308 6.986 -27.736
H48 17.703 4.305 -25.915

The LUMO energy comes out at 0.227 eV. The calculation puts the total energy at -1273.5716 Ha. The relative energy (zero: lowest compared OMol25 entry of this formula, charge and spin) comes out at 0.161 eV. The value obtained for the HOMO energy is -9.6 eV. The value obtained for the molar mass is 386.515 u. As for the largest force on an atom: 0.0316 Eh/bohr. The value obtained for the frontier orbital gap is 9.8 eV.

---

Formula: C18H48N3O7
Source: the OMol25 dataset
Level of theory: ωB97M-V with the def2-TZVPD basis set

Element x y z (Å)
O1 0.625 -1.126 -0.225
H1 -0.043 -0.909 -0.878
H2 0.167 -1.940 0.058
H3 0.793 -0.454 0.271
C1 0.559 7.202 -1.474
O2 0.378 6.203 -2.298
C2 -0.453 5.168 -1.829
C3 -0.255 3.904 -2.754
N1 -0.934 2.737 -2.106
C4 -0.598 1.483 -2.705
C5 -1.638 0.450 -2.248
O3 -1.006 -0.808 -2.456
C6 -1.788 -1.987 -2.289
H4 0.849 6.727 -0.535
H5 -0.323 7.718 -1.244
H6 1.009 8.014 -1.950
H7 -1.536 5.651 -1.728
H8 -0.290 4.908 -0.737
H9 0.741 3.636 -2.878
H10 -0.610 4.175 -3.766
H11 -1.982 2.805 -2.198
H12 0.305 1.029 -2.462
H13 -0.459 1.472 -3.776
H14 -2.546 0.287 -2.879
H15 -1.850 0.771 -1.277
H16 -0.994 -2.753 -2.304
H17 -2.542 -1.892 -3.197
H18 -2.416 -1.969 -1.463
C7 -4.701 1.962 2.335
O4 -3.399 2.298 2.366
C8 -2.530 1.601 1.424
C9 -1.139 2.341 1.645
N2 -0.133 1.766 0.529
C10 1.160 2.353 0.690
C11 1.827 1.562 1.822
O5 1.628 0.132 1.849
C12 2.349 -0.713 2.793
H19 -5.181 2.326 1.424
H20 -5.120 2.763 2.961
H21 -4.998 0.943 2.568
H22 -3.054 1.709 0.513
H23 -2.411 0.517 1.801
H24 -0.959 2.132 2.569
H25 -1.578 3.378 1.366
H26 -0.505 2.174 -0.316
H27 1.120 3.358 0.943
H28 1.785 2.241 -0.298
H29 1.201 1.895 2.629
H30 2.820 1.569 1.968
H31 3.467 -0.690 2.612
H32 2.139 -1.640 2.379
H33 1.953 -0.833 3.928
C13 5.139 -5.110 -0.751
O6 4.028 -4.956 -0.075
C14 2.999 -4.270 -0.820
C15 1.821 -4.475 0.108
N3 0.626 -3.835 -0.508
C16 -0.634 -4.438 0.123
C17 -0.745 -3.870 1.513
O7 -0.810 -2.523 1.456
C18 -1.245 -1.842 2.676
H34 5.199 -5.498 -1.692
H35 5.967 -5.578 -0.118
H36 5.607 -4.199 -0.848
H37 2.878 -4.670 -1.882
H38 3.206 -3.279 -0.908
H39 2.208 -3.942 0.951
H40 1.863 -5.497 0.189
H41 0.609 -4.134 -1.465
H42 -0.506 -5.538 0.271
H43 -1.446 -4.368 -0.488
H44 0.078 -4.201 2.119
H45 -1.724 -4.236 1.967
H46 -2.313 -2.164 2.865
H47 -0.927 -0.913 2.691
H48 -0.784 -2.109 3.452

The LUMO energy comes out at -1.771 eV. The calculation puts the total energy at -1404.8914 Ha. The relative energy (zero: lowest compared OMol25 entry of this formula, charge and spin) comes out at 0.520 eV. The value obtained for the HOMO energy is -11.7 eV. The value obtained for the molar mass is 418.596 u. As for the largest force on an atom: 0.1990 Eh/bohr. As for the charge: +1. The value obtained for the frontier orbital gap is 9.9 eV.

---

Formula: C18H48O10
Source: the OMol25 dataset
Level of theory: ωB97M-V with the def2-TZVPD basis set

Element x y z (Å)
O1 1.742 1.529 -2.972
C1 2.286 2.577 -3.236
C2 2.585 3.642 -2.209
C3 2.940 4.982 -2.849
O2 3.709 5.761 -1.927
C4 3.405 7.076 -1.891
O3 4.233 7.934 -1.834
H1 2.585 2.798 -4.279
H2 3.463 3.323 -1.632
H3 1.717 3.719 -1.551
H4 2.044 5.529 -3.159
H5 3.565 4.805 -3.732
H6 2.329 7.312 -1.878
C5 1.608 -1.412 0.240
C6 0.296 -1.163 -0.475
O4 0.188 0.182 -0.936
H7 1.707 -0.717 1.074
H8 1.675 -2.432 0.620
H9 2.456 -1.241 -0.430
H10 -0.538 -1.314 0.209
H11 0.173 -1.852 -1.319
H12 0.908 0.345 -1.558
C7 0.608 0.980 3.283
C8 1.459 2.234 3.311
O5 2.585 2.126 2.444
H13 1.202 0.111 3.571
H14 -0.246 1.061 3.957
H15 0.233 0.809 2.271
H16 1.861 2.411 4.308
H17 0.859 3.107 3.031
H18 2.252 1.978 1.553
C9 -3.409 -2.171 -0.625
C10 -3.805 -1.358 -1.842
O6 -3.834 0.039 -1.567
H19 -4.106 -1.992 0.194
H20 -3.400 -3.239 -0.850
H21 -2.420 -1.884 -0.277
H22 -4.808 -1.623 -2.176
H23 -3.113 -1.550 -2.671
H24 -2.947 0.303 -1.298
C11 3.139 -2.186 -3.558
C12 4.535 -1.796 -3.111
O7 4.663 -0.385 -2.953
H25 2.883 -1.694 -4.495
H26 3.058 -3.265 -3.701
H27 2.399 -1.883 -2.810
H28 5.274 -2.083 -3.858
H29 4.790 -2.300 -2.173
H30 4.017 -0.112 -2.295
C13 -3.323 -2.199 4.599
C14 -2.970 -1.884 3.159
O8 -2.571 -3.042 2.427
H31 -2.477 -2.664 5.106
H32 -3.598 -1.300 5.148
H33 -4.162 -2.897 4.647
H34 -2.123 -1.199 3.113
H35 -3.817 -1.404 2.655
H36 -3.304 -3.665 2.435
C15 -3.661 0.878 8.791
C16 -4.539 -0.222 8.225
O9 -3.780 -1.342 7.777
H37 -2.939 1.208 8.045
H38 -4.260 1.735 9.103
H39 -3.103 0.519 9.659
H40 -5.084 0.135 7.352
H41 -5.275 -0.545 8.970
H42 -3.296 -1.693 8.531
C17 0.330 -1.116 -6.554
C18 0.780 -2.286 -7.411
O10 1.458 -3.283 -6.651
H43 1.184 -0.662 -6.049
H44 -0.163 -0.355 -7.159
H45 -0.372 -1.447 -5.784
H46 1.490 -1.955 -8.167
H47 -0.078 -2.730 -7.927
H48 0.849 -3.606 -5.980

The LUMO energy comes out at 0.324 eV. The calculation puts the total energy at -1466.9121 Ha. The relative energy (zero: lowest compared OMol25 entry of this formula, charge and spin) comes out at 0.000 eV. The value obtained for the HOMO energy is -10.1 eV. As for the structure (SMILES): O=CCCOC=O.CCO.CCO.CCO.CCO.CCO.CCO.CCO. The value obtained for the molar mass is 424.572 u. As for the largest force on an atom: 0.0141 Eh/bohr. The value obtained for the frontier orbital gap is 10.4 eV.